{
  "formula": "C60H165N15O15",
  "method": "ωB97M-V/def2-TZVPD",
  "homo_lumo_gap_ev": 8.776,
  "de_lowest_kcal_mol": 297.7,
  "spin_multiplicity": 1,
  "species": ["C", "C", "C", "O", "C", "N", "H", "H", "H", "H", "H", "H", "H", "H", "H", "H", "H", "C", "C", "C", "O", "C", "N", "H", "H", "H", "H", "H", "H", "H", "H", "H", "H", "H", "C", "C", "C", "O", "C", "N", "H", "H", "H", "H", "H", "H", "H", "H", "H", "H", "H", "C", "C", "C", "O", "C", "N", "H", "H", "H", "H", "H", "H", "H", "H", "H", "H", "H", "C", "C", "C", "O", "C", "N", "H", "H", "H", "H", "H", "H", "H", "H", "H", "H", "H", "C", "C", "C", "O", "C", "N", "H", "H", "H", "H", "H", "H", "H", "H", "H", "H", "H", "C", "C", "C", "O", "C", "N", "H", "H", "H", "H", "H", "H", "H", "H", "H", "H", "H", "C", "C", "C", "O", "C", "N", "H", "H", "H", "H", "H", "H", "H", "H", "H", "H", "H", "C", "C", "C", "O", "C", "N", "H", "H", "H", "H", "H", "H", "H", "H", "H", "H", "H", "C", "C", "C", "O", "C", "N", "H", "H", "H", "H", "H", "H", "H", "H", "H", "H", "H", "C", "C", "C", "O", "C", "N", "H", "H", "H", "H", "H", "H", "H", "H", "H", "H", "H", "C", "C", "C", "O", "C", "N", "H", "H", "H", "H", "H", "H", "H", "H", "H", "H", "H", "C", "C", "C", "O", "C", "N", "H", "H", "H", "H", "H", "H", "H", "H", "H", "H", "H", "C", "C", "C", "O", "C", "N", "H", "H", "H", "H", "H", "H", "H", "H", "H", "H", "H", "C", "C", "C", "O", "C", "N", "H", "H", "H", "H", "H", "H", "H", "H", "H", "H", "H"],
  "xyz": [[1.51424, 2.91085, -6.49054], [2.46634, 1.71731, -6.22607], [3.49962, 1.46522, -7.30563], [2.99903, 1.07862, -8.61428], [3.79803, 1.27385, -9.69961], [3.12653, 1.86321, -4.91044], [2.04939, 3.82766, -6.24318], [0.62074, 2.94846, -5.86737], [1.27135, 2.90612, -7.55312], [1.84743, 0.82344, -6.14839], [4.26009, 0.69454, -7.17976], [4.17217, 2.32298, -7.30121], [3.62121, 2.27090, -10.10299], [3.54306, 0.63663, -10.54639], [4.87390, 1.19172, -9.54517], [3.59584, 0.98825, -4.72528], [2.49357, 1.97334, -4.13112], [-5.19168, -2.28351, 4.06999], [-5.92447, -3.12259, 5.17247], [-6.01406, -2.36203, 6.51451], [-6.66439, -1.08077, 6.35920], [-7.99755, -1.04823, 6.82205], [-7.26557, -3.48651, 4.71198], [-5.82473, -2.36956, 3.18684], [-4.15672, -2.54636, 3.85120], [-4.97487, -1.24916, 4.33687], [-5.37814, -4.02964, 5.43107], [-4.97137, -2.29199, 6.82434], [-6.51998, -2.90595, 7.31220], [-8.09012, -1.48014, 7.81853], [-8.74011, -1.46439, 6.14123], [-8.16805, 0.02669, 6.76211], [-7.56787, -3.92000, 5.57267], [-7.85311, -2.71520, 4.42914], [5.45734, 2.82141, 3.15653], [4.81763, 4.05041, 3.72190], [4.80968, 4.26641, 5.27575], [4.47794, 3.11436, 6.09388], [4.21586, 3.64754, 7.38223], [5.36227, 5.17369, 3.05685], [6.52776, 2.95490, 3.00010], [5.00331, 2.59667, 2.19141], [5.35400, 1.98038, 3.84215], [3.74991, 3.87608, 3.58895], [4.00154, 4.99564, 5.33247], [5.72303, 4.75320, 5.61772], [3.86829, 2.77771, 7.93964], [3.58751, 4.52846, 7.51358], [5.13249, 3.94771, 7.88995], [5.26864, 4.92981, 2.08122], [6.35123, 5.19226, 3.26109], [-3.76468, -1.36932, -3.41236], [-5.02658, -0.92443, -2.73229], [-5.95156, -2.07216, -2.47015], [-7.04159, -1.59206, -1.69114], [-8.15488, -2.46612, -1.48760], [-4.69618, -0.11849, -1.55673], [-3.29971, -2.23789, -2.94600], [-3.18014, -0.45594, -3.52257], [-3.89953, -1.74147, -4.42794], [-5.55996, -0.31437, -3.46128], [-5.46000, -2.92749, -2.00659], [-6.44745, -2.44029, -3.36830], [-8.07411, -3.27631, -0.76291], [-8.60935, -2.87080, -2.39192], [-9.02382, -1.92829, -1.10840], [-5.49417, 0.28623, -1.08820], [-4.27997, -0.78729, -0.92460], [7.01977, -3.62762, 0.81081], [7.84428, -3.44855, -0.43569], [8.40891, -2.06264, -0.65908], [9.29561, -1.98415, -1.78696], [9.66482, -0.61455, -1.93076], [8.90305, -4.39756, -0.28550], [7.60535, -3.65379, 1.72978], [6.40220, -4.52007, 0.91202], [6.43183, -2.71115, 0.86075], [7.18431, -3.67194, -1.27393], [9.01242, -1.87539, 0.22906], [7.57855, -1.36717, -0.78128], [10.02461, -0.18898, -0.99399], [8.81604, -0.00503, -2.24086], [10.31641, -0.56265, -2.80301], [9.46510, -4.37705, 0.55342], [9.63896, -4.59328, -0.94900], [-0.45341, 1.86837, 1.57188], [0.29501, 1.36976, 0.24642], [0.81561, -0.07339, 0.15273], [-0.17304, -0.91620, 0.64893], [-0.01635, -2.30918, 0.29771], [-0.46329, 1.89190, -0.89641], [0.25001, 2.07031, 2.37967], [-1.06622, 1.06934, 1.98916], [-1.00096, 2.81051, 1.59761], [1.18082, 2.00462, 0.22662], [1.72647, -0.25446, 0.72338], [1.04524, -0.22285, -0.90228], [0.76294, -2.84243, 0.84217], [0.12698, -2.42029, -0.77710], [-0.92048, -2.86137, 0.55411], [-0.95104, 2.72762, -0.60696], [-1.21837, 1.23401, -1.02734], [1.39227, -5.81836, -4.36145], [1.68973, -5.05819, -5.66149], [3.20698, -5.19626, -6.03800], [4.11206, -4.72575, -5.11093], [5.47596, -5.01004, -5.44147], [0.93314, -5.58808, -6.78581], [2.17356, -5.33413, -3.77561], [1.58212, -6.89169, -4.36067], [0.40161, -5.79326, -3.90750], [1.41620, -4.08756, -5.24778], [3.29788, -4.74794, -7.02737], [3.44853, -6.25317, -6.15072], [5.88374, -5.86369, -4.90009], [6.02115, -4.08534, -5.25231], [5.57398, -5.29208, -6.48977], [1.02567, -4.99588, -7.59873], [-0.06522, -5.53770, -6.64145], [-5.69550, 4.25326, 4.29309], [-7.14171, 4.17684, 4.04358], [-7.60421, 4.96859, 2.78292], [-6.88490, 4.65792, 1.52356], [-6.71985, 5.65523, 0.56526], [-7.58389, 2.88203, 3.67359], [-5.40578, 5.29775, 4.40804], [-5.11305, 3.93394, 3.42887], [-5.42538, 3.53358, 5.06586], [-7.65204, 4.35233, 4.99061], [-7.49802, 6.01756, 3.05948], [-8.61658, 4.64992, 2.53461], [-5.96780, 6.37488, 0.88875], [-7.68676, 6.08740, 0.30754], [-6.55200, 5.24263, -0.42957], [-7.29412, 2.22589, 4.38466], [-7.21761, 2.63115, 2.76640], [2.49222, -8.95555, -0.03136], [1.75099, -10.23850, 0.11703], [2.73396, -11.45602, 0.48366], [2.07264, -12.68648, 0.35335], [2.92029, -13.80972, 0.19968], [0.79342, -9.99361, 1.13908], [1.82875, -8.09827, 0.08247], [3.01497, -8.90948, -0.98673], [3.14728, -8.83400, 0.83132], [1.25310, -10.34738, -0.84648], [3.13490, -11.45209, 1.49723], [3.63913, -11.46059, -0.12357], [3.49235, -14.05515, 1.09445], [3.54782, -13.75487, -0.68986], [2.11027, -14.51570, 0.01650], [0.44010, -10.92972, 1.27668], [0.15549, -9.32351, 0.73397], [-4.98954, 5.39725, -5.45172], [-4.09543, 6.49838, -6.08557], [-4.40732, 6.67715, -7.59399], [-5.74752, 7.19314, -7.78595], [-6.10727, 7.56495, -9.15049], [-4.30310, 7.65443, -5.27982], [-4.74195, 5.05616, -4.44651], [-4.77479, 4.50483, -6.03956], [-5.99325, 5.81824, -5.51036], [-3.04519, 6.24779, -5.93623], [-4.21817, 5.81280, -8.23056], [-3.70419, 7.44821, -7.90892], [-7.03662, 8.12162, -9.27098], [-6.24628, 6.65793, -9.73879], [-5.28860, 8.14543, -9.57583], [-5.21306, 8.08884, -5.33777], [-3.58770, 8.26679, -5.64495], [2.51353, -2.15117, 6.10243], [3.33058, -2.98768, 7.15642], [4.28260, -4.09499, 6.50596], [3.47728, -5.09392, 5.91677], [4.21207, -6.33258, 5.75680], [4.18409, -2.05331, 7.89210], [2.96859, -1.96892, 5.12888], [2.13842, -1.19506, 6.46746], [1.56379, -2.62269, 5.84993], [2.55234, -3.43445, 7.77516], [4.84457, -4.39677, 7.38983], [4.94206, -3.62069, 5.77915], [4.30906, -6.91800, 6.67112], [5.26957, -6.23462, 5.51145], [3.72540, -7.07851, 5.12845], [4.69769, -1.50320, 7.21853], [3.77090, -1.34468, 8.48135], [-6.58184, -8.37501, -4.29617], [-5.35452, -8.09848, -3.33852], [-5.63517, -8.11281, -1.79014], [-4.48776, -7.77293, -1.00443], [-4.73031, -7.49896, 0.36240], [-4.29336, -9.04014, -3.66792], [-6.94466, -9.36077, -4.00506], [-6.31544, -8.47466, -5.34841], [-7.44940, -7.73912, -4.11988], [-4.83671, -7.14035, -3.38282], [-6.08662, -9.06713, -1.51890], [-6.30956, -7.30886, -1.49526], [-5.33997, -6.59628, 0.32269], [-3.79060, -7.27006, 0.86504], [-5.35650, -8.18931, 0.92756], [-4.40448, -9.91977, -3.18419], [-3.49364, -8.65230, -3.18820], [7.28192, 6.30450, -2.92300], [5.88444, 7.02447, -2.85735], [5.38281, 7.56874, -4.28122], [6.06339, 8.76591, -4.68877], [5.89045, 9.91823, -3.83269], [4.95004, 6.17319, -2.29323], [7.22483, 5.21853, -2.99719], [7.73393, 6.47217, -1.94542], [7.94205, 6.65634, -3.71580], [5.95006, 7.80056, -2.09480], [4.31074, 7.71710, -4.15178], [5.42622, 6.72356, -4.96815], [6.09571, 10.81485, -4.41753], [6.64313, 10.00512, -3.04909], [4.89077, 10.12684, -3.45160], [3.96960, 6.41271, -2.33164], [5.08484, 5.29664, -2.77655], [0.75735, 7.99674, -0.11073], [-0.49158, 8.35151, -0.92866], [-0.30829, 9.64192, -1.82190], [0.38158, 9.30358, -3.10979], [0.40092, 10.35128, -4.04703], [-1.15223, 7.16660, -1.55878], [1.69646, 8.28232, -0.58467], [0.82913, 6.93117, 0.10724], [0.78234, 8.77344, 0.65361], [-1.27245, 8.65359, -0.23074], [0.19063, 10.49372, -1.35970], [-1.32529, 9.81310, -2.17477], [1.00178, 11.21040, -3.74874], [-0.60668, 10.53569, -4.41965], [1.01295, 9.78422, -4.74842], [-1.96675, 7.43913, -2.09018], [-0.54679, 6.67780, -2.20269], [-1.31371, 2.68900, 8.22524], [-1.92314, 1.85017, 9.38357], [-1.51645, 0.40454, 9.48903], [-2.13800, -0.37825, 10.53459], [-1.48094, -1.66791, 10.67328], [-1.48751, 2.46062, 10.62381], [-1.28974, 2.10944, 7.30239], [-0.27123, 2.92719, 8.43646], [-1.85596, 3.59464, 7.95343], [-2.98358, 2.05823, 9.24119], [-0.45838, 0.30222, 9.73009], [-1.48493, -0.00184, 8.47811], [-0.40695, -1.50944, 10.77089], [-1.66189, -2.18888, 9.73309], [-1.87273, -2.19891, 11.54082], [-1.87300, 3.39061, 10.70513], [-1.74583, 1.98714, 11.47773]]
}